ORCA calculation (wB97M-V/def2-TZVPD) on a structure of composition C34H29CsN3O7PS3Se.

```
79
Properties=species:S:1:pos:R:3:forces:R:3
Cs -0.2084 -0.7288 1.1801 0.344 -0.090 -0.248
O 2.6833 0.4614 1.2752 0.079 -0.060 0.016
C 3.4897 0.5891 2.1720 -0.153 0.045 0.001
C 3.2288 0.6540 3.6079 0.081 0.031 0.042
C 4.3406 0.7439 4.4296 -0.004 0.007 -0.104
C 4.2232 0.7973 5.8061 0.031 0.044 0.107
C 2.9460 0.7448 6.4086 -0.003 0.006 -0.053
C 1.8372 0.6652 5.6318 -0.144 0.040 -0.076
C 1.8871 0.6413 4.1784 0.191 -0.014 0.009
O 0.8513 0.6130 3.4932 -0.109 0.023 0.194
N 5.3911 0.9068 6.6209 -0.037 -0.169 -0.011
O 6.4940 0.9495 6.0824 0.018 0.058 -0.005
O 5.2530 0.9397 7.8424 0.016 0.059 0.008
H 4.5698 0.6719 1.9181 0.026 -0.005 0.045
H 5.3299 0.7717 3.9890 0.001 0.000 -0.002
H 2.8719 0.7699 7.4866 0.029 0.000 0.001
H 0.8471 0.6253 6.0694 0.014 -0.002 0.021
C -1.7323 2.4454 2.6353 -0.073 -0.067 0.049
N -2.3871 2.9163 1.4312 0.011 0.017 0.013
C -1.7990 3.0611 0.2230 0.108 -0.019 -0.024
Se -0.0231 2.9295 -0.2104 -0.087 0.002 0.000
N -2.7872 3.3675 -0.6564 0.041 0.016 0.027
C -4.0170 3.3915 -0.0262 -0.026 -0.008 0.012
C -5.3021 3.6292 -0.4785 0.001 -0.005 0.002
C -6.3226 3.5711 0.4614 -0.005 -0.001 0.005
C -6.0620 3.2796 1.7997 0.005 0.007 -0.003
C -4.7723 3.0364 2.2479 0.010 0.010 -0.007
C -3.7570 3.1047 1.3128 0.008 0.008 -0.011
H -0.6655 2.3505 2.4514 0.009 0.042 0.000
H -2.1346 1.4689 2.9123 -0.010 -0.007 -0.032
H -1.9065 3.1495 3.4501 0.042 0.021 -0.008
H -2.5873 3.4555 -1.6357 -0.038 -0.004 -0.011
H -5.5078 3.8334 -1.5211 0.011 0.001 -0.004
H -7.3442 3.7354 0.1429 -0.001 0.000 0.002
H -6.8865 3.2097 2.4969 0.002 -0.004 0.002
H -4.5726 2.7580 3.2729 -0.003 -0.002 0.002
C -5.2610 -5.4538 -2.1857 0.002 -0.031 -0.060
C -4.9178 -4.2104 -1.4113 0.001 0.006 0.029
C -5.6491 -3.8504 -0.2830 0.036 -0.020 0.015
C -5.3094 -2.7325 0.4627 -0.069 0.001 0.010
C -4.2274 -1.9520 0.0854 0.082 0.001 -0.027
C -3.4978 -2.2878 -1.0453 0.019 -0.025 0.014
C -3.8445 -3.4079 -1.7860 0.000 0.011 0.030
S -3.7490 -0.5616 1.0957 -0.147 0.076 -0.063
O -2.9470 -1.1295 2.1795 -0.190 -0.126 0.128
O -4.9960 0.0394 1.5330 0.044 -0.010 0.034
O -2.9334 0.2871 0.2243 -0.125 0.019 -0.075
H -6.2041 -5.8810 -1.8431 -0.007 0.006 -0.004
H -4.4888 -6.2181 -2.0685 0.004 0.025 0.034
H -5.3508 -5.2438 -3.2539 0.004 0.002 -0.004
H -6.4876 -4.4660 0.0250 -0.005 0.003 -0.002
H -5.8831 -2.4545 1.3378 0.013 0.018 0.003
H -2.6521 -1.6811 -1.3402 -0.011 0.017 0.009
H -3.2502 -3.6626 -2.6560 -0.005 -0.019 -0.021
S 1.9342 -6.4046 0.2795 -0.054 -0.012 0.011
P 0.2704 -5.6259 -0.4607 0.029 0.133 0.013
S 0.2095 -3.7294 -1.0624 0.028 0.012 -0.030
C -0.3005 -6.6568 -1.8779 -0.021 -0.019 -0.008
C 0.4687 -7.6928 -2.3872 -0.011 0.019 0.008
C 0.0187 -8.4334 -3.4755 0.016 -0.005 0.009
C -1.2089 -8.1502 -4.0537 0.003 -0.004 -0.001
C -1.9891 -7.1190 -3.5402 -0.003 0.016 0.022
C -1.5341 -6.3774 -2.4620 -0.013 -0.023 -0.040
C -1.1195 -5.9172 0.7092 0.000 -0.054 0.041
C -1.3250 -7.2043 1.2057 -0.025 0.028 0.002
C -2.3721 -7.4606 2.0757 0.037 -0.031 -0.008
C -3.2142 -6.4286 2.4782 -0.017 0.026 0.005
C -3.0065 -5.1443 2.0013 0.016 0.023 -0.013
C -1.9685 -4.8941 1.1097 0.032 -0.007 -0.006
H 1.4216 -7.9032 -1.9161 0.004 -0.002 -0.003
H 0.6336 -9.2348 -3.8688 -0.010 -0.005 -0.011
H -1.5594 -8.7278 -4.9013 -0.003 -0.002 -0.002
H -2.9509 -6.8895 -3.9848 0.000 -0.011 -0.010
H -2.1271 -5.5615 -2.0661 0.003 0.011 0.011
H -0.6434 -7.9956 0.9159 -0.003 -0.009 -0.003
H -2.5231 -8.4658 2.4528 -0.012 0.004 0.008
H -4.0252 -6.6258 3.1699 0.001 -0.009 -0.001
H -3.6405 -4.3239 2.3132 -0.010 -0.005 0.007
H -1.8076 -3.8954 0.7231 -0.016 -0.008 -0.010
```
Positions in Å, forces in eV/Å.

Results
E_tot = -5961.6837 Eh
Energy relative to the best compared isomer or geometry (same formula, charge and spin) = 0.0 kcal/mol
Net charge = -2
Kohn-Sham gap = 6.6712 eV
Multiplicity = 1
E_HOMO = -2.966 eV

ORCA calculation (wB97M-V/def2-TZVPD) on a structure of composition C34H29GeN2OPdS2 at a distorted geometry.

```
70
Properties=species:S:1:pos:R:3:forces:R:3
Pd 0.0203 0.5278 0.7175 -1.455 0.738 -0.442
C -1.9255 -3.2643 1.0421 -0.299 0.105 -0.023
C -0.9325 -2.1811 0.7750 0.362 -0.342 -0.248
N -1.2777 -0.9266 0.8061 -0.608 -0.888 0.100
N -2.6239 -0.6853 1.0793 -0.053 0.731 0.061
C -2.8537 0.5412 1.3403 -0.039 -0.575 0.205
S -1.6505 1.7831 1.4542 -0.376 0.415 0.647
S -4.4616 1.2060 1.6568 0.209 -0.153 -0.419
C -5.4143 0.6841 0.1821 -0.084 0.219 0.069
C -5.5848 -0.7953 0.1045 -0.001 -0.258 -0.077
C -5.0012 -1.5072 -0.9423 0.001 0.059 0.081
C -5.2011 -2.8719 -1.0512 -0.076 -0.018 0.080
C -5.9770 -3.5392 -0.1028 0.043 0.064 -0.042
C -6.5474 -2.8363 0.9487 -0.021 -0.171 -0.026
C -6.3553 -1.4704 1.0539 0.123 0.166 0.053
C 0.4395 -2.5902 0.4804 0.230 0.295 -0.224
C 0.8459 -3.8688 0.8931 0.392 -0.029 -0.128
C 2.0921 -4.3719 0.5697 -0.258 -0.118 0.204
C 2.9538 -3.6202 -0.2104 -0.050 0.021 0.021
C 2.5823 -2.3599 -0.6392 -0.313 0.234 -0.035
C 1.3495 -1.8081 -0.2914 0.408 -1.113 0.395
O 1.0026 -0.5955 -0.7535 0.141 1.656 0.328
H -2.9469 -2.9161 0.9262 0.047 -0.005 0.009
H -1.7980 -3.5957 2.0758 -0.027 -0.027 0.013
H -1.7426 -4.1083 0.3844 0.035 -0.032 0.010
H -4.9301 1.1009 -0.7000 0.069 0.006 0.023
H -6.3611 1.2086 0.3264 0.008 -0.005 0.007
H -4.4045 -0.9875 -1.6817 0.001 0.020 -0.027
H -4.7715 -3.4153 -1.8817 -0.003 -0.017 -0.010
H -6.1456 -4.6034 -0.1956 0.005 -0.009 0.003
H -7.1580 -3.3526 1.6762 0.002 0.000 0.020
H -6.8079 -0.9250 1.8731 -0.060 0.030 -0.007
H 0.1935 -4.4844 1.4915 -0.098 0.020 0.016
H 2.3789 -5.3547 0.9157 0.005 0.004 0.005
H 3.9183 -4.0269 -0.4822 0.037 0.069 -0.048
H 3.2339 -1.7690 -1.2580 0.066 -0.120 0.022
C 6.3871 0.1877 -1.0735 0.018 -0.024 -0.058
C 5.5483 -0.2518 -2.0929 0.098 -0.002 0.083
C 4.2071 0.0803 -2.0691 -0.085 0.224 -0.555
C 3.6896 0.8592 -1.0385 -0.222 0.341 0.219
C 4.5377 1.2909 -0.0220 -0.119 0.210 0.165
C 5.8845 0.9632 -0.0420 0.051 -0.068 0.017
Ge 1.8361 1.3828 -1.0026 0.895 -0.679 -0.639
C 1.3109 2.4852 0.5799 -0.297 -0.232 -0.500
C 0.8075 3.7802 0.2834 -0.004 -0.249 -0.119
C 0.4637 4.6373 1.3029 0.008 0.122 -0.043
C 0.5111 4.2258 2.6390 -0.066 -0.073 0.113
C 0.9230 2.9482 2.9608 -0.143 0.309 -0.280
C 1.3371 2.1060 1.9254 1.156 -0.653 0.621
C 0.9050 1.9579 -2.5922 0.450 -0.255 0.252
C -0.4678 2.1684 -2.6334 -0.293 0.032 0.260
C -1.0662 2.6407 -3.7878 -0.008 -0.017 -0.054
C -0.2925 2.9042 -4.9116 -0.056 0.034 -0.029
C 1.0763 2.6936 -4.8828 -0.017 -0.050 0.008
C 1.6743 2.2103 -3.7284 0.168 0.077 0.011
H 7.4383 -0.0660 -1.0949 0.006 -0.002 -0.002
H 5.9487 -0.8422 -2.9052 -0.017 -0.016 -0.024
H 3.5671 -0.2357 -2.8875 0.017 -0.064 0.040
H 4.1575 1.9105 0.7837 0.017 -0.010 -0.013
H 6.5423 1.3169 0.7394 -0.011 0.001 0.037
H 0.7526 4.1164 -0.7447 -0.072 -0.014 -0.006
H 0.1469 5.6458 1.0730 0.009 -0.001 -0.038
H 0.2161 4.9184 3.4157 0.005 -0.009 0.035
H 0.9412 2.5978 3.9825 0.076 0.034 0.032
H 1.8096 1.1688 2.2341 0.027 0.075 -0.125
H -1.0811 1.9751 -1.7567 0.035 0.014 -0.040
H -2.1339 2.8096 -3.8161 -0.018 -0.003 0.002
H -0.7599 3.2801 -5.8121 -0.005 -0.001 0.010
H 1.6758 2.9044 -5.7571 0.030 -0.011 -0.006
H 2.7470 2.0571 -3.7149 0.007 -0.008 0.010
```
Positions in Å, forces in eV/Å.

Results
E_tot = -4498.3273 Eh
Energy relative to the best compared isomer or geometry (same formula, charge and spin) = 0.0 kcal/mol
Net charge = +2
Kohn-Sham gap (spin up / spin down) = 6.9029 / 3.5145 eV
Multiplicity = 2
E_HOMO (spin up / spin down) = -13.831 / -13.523 eV